Formula: CH4S3
Source: the OMol25 dataset
Level of theory: ωB97M-V/def2-TZVPD

ΔE to the lowest compared entry with this formula, charge and spin	1.3504	eV
gap between HOMO and LUMO (alpha / beta)	7.061 / 7.064	eV

CARTESIAN COORDINATES (ANGSTROEM)
C: 0.49480 -1.07862 1.29194
S: -1.64854 1.44284 -2.39039
S: 0.82383 -0.88306 -0.49694
S: 0.61512 1.05468 -0.99647
H: 1.24733 -1.72163 1.77466
H: -0.45086 -1.48979 1.37674
H: 0.40807 -0.08584 1.83412
H: -1.48973 2.76141 -2.39366

Formula: CH5AgO2
Source: the OMol25 dataset
Level of theory: ωB97M-V/def2-TZVPD

total charge	-1
ΔE to the lowest compared entry with this formula, charge and spin	0.0000	eV
⟨S²⟩	0.752
gap between HOMO and LUMO (alpha / beta)	5.753 / 8.355	eV
2S+1	2

CARTESIAN COORDINATES (ANGSTROEM)
C: -0.59878 0.14423 -1.00630
H: -1.58373 0.59550 -1.23901
H: 0.04736 0.25812 -1.90055
H: -0.78965 -0.94384 -0.92937
O: -0.02238 0.78227 0.14005
Ag: 1.37911 2.15247 0.30643
H: 0.13550 -0.29463 1.30005
O: 0.26836 -1.20404 1.76237
H: 1.16421 -1.49006 1.56634

Record-wise DFT total energy values, in eV: -33606.14976 -9211.11108
Record-wise maximum force values, in eV/A: 2.40 3.72
Record-wise molecular weight values, in u: 112.244 156.917